ORCA calculation (ωB97M-V/def2-TZVPD) on a structure of composition C37H31N7SSn.

As for the maximum force: 0.6 eV/A. The calculation puts the frontier orbital gap at 5.34 eV. The calculation puts the highest occupied orbital energy at -17.3558 eV. As for the total charge: +4.

Each line ends with the Löwdin charge.
Positions of all 77 atoms, in Å:
1 Sn -0.963 -0.377 -0.654  1.462
2 C -0.716 -0.763 -4.303  0.012
3 C -0.492 -1.995 -3.488  -0.244
4 C 0.017 -3.112 -4.150  0.041
5 C 0.216 -4.299 -3.484  0.055
6 C -0.185 -4.383 -2.152  0.048
7 C -0.712 -3.271 -1.546  -0.198
8 N -0.801 -2.056 -2.170  0.062
9 C -1.310 -3.341 -0.191  -0.189
10 C -1.665 -4.512 0.453  0.068
11 C -2.220 -4.427 1.723  0.064
12 C -2.418 -3.186 2.315  0.069
13 C -2.060 -2.046 1.617  -0.161
14 N -1.519 -2.155 0.394  0.011
15 C -2.269 -0.662 2.104  -0.172
16 C -2.762 -0.398 3.362  0.055
17 C -2.999 0.922 3.732  0.052
18 C -2.705 1.926 2.835  0.044
19 C -2.174 1.620 1.586  -0.262
20 C -1.807 2.748 0.672  0.002
21 N -1.978 0.332 1.224  0.043
22 H -1.176 -1.051 -5.248  0.123
23 H 0.231 -0.277 -4.546  0.111
24 H -1.388 -0.063 -3.824  0.055
25 H 0.239 -3.027 -5.206  0.150
26 H 0.632 -5.160 -3.992  0.151
27 H -0.088 -5.312 -1.609  0.138
28 H -1.541 -5.471 -0.027  0.141
29 H -2.511 -5.329 2.248  0.152
30 H -2.866 -3.124 3.296  0.136
31 H -2.976 -1.198 4.054  0.134
32 H -3.401 1.152 4.710  0.150
33 H -2.866 2.964 3.095  0.148
34 H -2.680 3.105 0.121  0.109
35 H -1.027 2.486 -0.043  0.046
36 H -1.437 3.588 1.259  0.119
37 C -4.610 1.629 -2.089  0.029
38 C -4.103 2.672 -2.854  0.054
39 C -2.727 2.789 -3.031  0.060
40 C -1.886 1.861 -2.449  -0.232
41 N -2.394 0.863 -1.693  -0.037
42 C -3.723 0.747 -1.510  -0.064
43 C -0.404 1.882 -2.599  -0.224
44 C 0.247 2.701 -3.500  0.057
45 C 1.634 2.637 -3.596  0.051
46 C 2.331 1.744 -2.795  0.030
47 C 1.624 0.944 -1.920  -0.065
48 N 0.284 1.017 -1.818  -0.014
49 H -5.674 1.503 -1.939  0.145
50 H -4.770 3.393 -3.309  0.151
51 H -2.328 3.606 -3.614  0.138
52 H -4.068 -0.075 -0.894  0.136
53 H -0.306 3.374 -4.137  0.138
54 H 2.159 3.275 -4.297  0.150
55 H 3.408 1.665 -2.845  0.143
56 H 2.126 0.234 -1.280  0.124
57 S 3.634 -0.669 4.186  1.108
58 C 2.611 -0.545 2.777  -0.466
59 C 2.038 0.667 2.349  -0.009
60 C 1.164 0.674 1.298  -0.112
61 N 0.799 -0.454 0.631  -0.099
62 C 1.368 -1.619 1.021  -0.091
63 C 2.261 -1.699 2.059  -0.024
64 C 4.746 0.704 3.874  -0.517
65 C 5.899 0.472 3.141  -0.066
66 C 6.784 1.535 2.993  -0.102
67 N 6.583 2.741 3.515  0.102
68 C 5.480 2.932 4.232  -0.105
69 C 4.523 1.947 4.449  -0.082
70 H 2.280 1.594 2.851  0.126
71 H 0.731 1.606 0.955  0.110
72 H 1.116 -2.506 0.454  0.119
73 H 2.697 -2.655 2.320  0.133
74 H 6.121 -0.498 2.717  0.113
75 H 7.704 1.403 2.436  0.125
76 H 5.359 3.916 4.671  0.124
77 H 3.662 2.140 5.075  0.113

ORCA calculation (ωB97M-V/def2-TZVPD) on a structure of composition C9H25Cl2IrO2P2 in a non-equilibrium geometry.

As for the maximum force: 5.1 eV/A. The calculation puts the frontier orbital gap (alpha / beta) at 7.73 / 6.21 eV. The calculation puts the highest occupied orbital energy (alpha / beta) at -17.6253 / -21.3168 eV. The expectation value of S² is 8.76. The calculation puts the relative energy (zero: lowest compared OMol25 entry of this formula, charge and spin) at 0.000 eV. As for the total charge: +3. As for the multiplicity: 6.

Each line ends with the Löwdin spin population.
Positions of all 41 atoms, in Å:
1 C 1.089 -0.159 -5.008  0.009
2 C 1.192 -0.134 -3.552  0.026
3 H 2.073 -0.003 -5.472  0.003
4 H 0.453 0.673 -5.339  0.002
5 H 0.668 -1.129 -5.333  0.001
6 O 2.087 -0.302 -2.774  0.022
7 Cl -0.606 -0.096 -2.773  0.233
8 Ir -0.107 0.090 -0.536  2.507
9 P -0.320 2.424 -0.501  0.320
10 C 1.009 3.259 0.416  0.059
11 C -0.102 3.054 -2.184  0.069
12 H 0.231 4.095 -2.132  0.015
13 H -1.775 4.242 0.114  0.009
14 H -1.061 3.011 -2.706  0.001
15 H -2.716 2.843 -0.482  0.005
16 H 1.983 2.821 0.166  0.001
17 H 0.640 2.480 -2.752  0.002
18 C -1.866 3.146 0.140  0.036
19 H 0.999 4.321 0.130  0.017
20 H -2.038 2.815 1.174  0.001
21 H 0.821 3.159 1.493  0.000
22 P -0.085 -2.246 -0.366  0.295
23 C 1.308 -2.889 0.669  0.056
24 C -1.562 -3.125 0.292  0.034
25 H -0.571 -3.006 -2.623  0.000
26 H 0.383 -4.166 -1.668  0.014
27 H 1.201 -2.728 -2.381  0.000
28 C 0.269 -3.107 -1.928  0.059
29 H -2.389 -2.963 -0.407  0.005
30 H -1.329 -4.195 0.351  0.006
31 H 1.311 -3.990 0.593  0.014
32 H 1.174 -2.618 1.729  0.000
33 H -1.808 -2.733 1.286  0.001
34 H 2.282 -2.530 0.299  0.000
35 Cl -2.389 -0.040 -0.327  0.781
36 C 0.664 0.229 1.841  0.109
37 O 1.584 0.344 0.704  0.229
38 H -0.386 0.194 1.415  0.032
39 H 0.757 1.160 2.425  0.009
40 H 0.874 -0.691 2.417  0.006
41 H 2.264 -0.349 0.679  0.009

ORCA calculation (ωB97M-V/def2-TZVPD) on a cluster of 19 separate species, C49H121N12O24 in total in a non-equilibrium geometry.

As for the maximum force: 6.4 eV/A. The calculation puts the frontier orbital gap at 2.15 eV. The calculation puts the highest occupied orbital energy at -2.9989 eV. As for the total charge: -1.

Each line ends with the Löwdin charge.
Positions of all 206 atoms, in Å:
1 C -9.116 32.137 15.729  -0.038
2 C -8.104 32.077 14.528  -0.374
3 C -8.426 30.865 13.587  -0.103
4 C -7.525 30.844 12.330  -0.147
5 C -7.791 32.123 11.513  -0.131
6 C -7.567 33.436 12.261  -0.373
7 N -8.253 33.354 13.689  0.030
8 O -8.762 34.546 14.308  -0.072
9 C -8.284 34.624 11.519  -0.012
10 C -6.039 33.760 12.396  -0.004
11 C -6.675 32.000 15.152  -0.027
12 H -10.194 32.225 15.590  0.045
13 H -8.916 32.912 16.469  0.066
14 H -8.979 31.217 16.297  0.076
15 H -9.480 30.770 13.323  0.097
16 H -8.295 29.985 14.217  0.106
17 H -7.829 29.966 11.760  0.090
18 H -6.455 30.741 12.509  0.091
19 H -8.827 32.040 11.185  0.104
20 H -7.162 32.151 10.623  0.105
21 H -8.034 35.586 11.966  0.060
22 H -9.346 34.426 11.374  0.071
23 H -7.925 34.659 10.490  0.075
24 H -5.488 33.811 11.457  0.075
25 H -5.523 32.992 12.973  0.044
26 H -5.906 34.706 12.919  0.080
27 H -5.915 31.680 14.440  0.057
28 H -6.502 31.262 15.935  0.068
29 H -6.299 32.915 15.609  0.060
30 O -2.475 37.635 12.263  -0.238
31 C -3.009 36.494 11.588  -0.341
32 C -4.368 36.724 10.776  -0.331
33 O -4.405 37.916 10.024  -0.269
34 H -3.145 35.696 12.318  0.058
35 H -2.277 35.978 10.967  0.079
36 H -5.222 36.741 11.452  0.074
37 H -4.467 35.852 10.129  0.062
38 C -5.498 29.244 18.198  -0.086
39 C -6.434 29.002 19.459  -0.221
40 C -5.648 28.595 20.727  -0.236
41 C -6.481 27.993 21.859  -0.218
42 C -5.625 27.806 23.105  -0.309
43 C -6.218 27.091 24.319  -0.117
44 H -5.035 30.215 18.022  0.039
45 H -6.127 29.216 17.308  0.042
46 H -4.805 28.408 18.109  0.066
47 H -7.034 29.888 19.663  0.095
48 H -7.137 28.201 19.227  0.098
49 H -4.988 29.398 21.058  0.101
50 H -4.896 27.866 20.423  0.105
51 H -7.308 28.585 22.252  0.115
52 H -6.899 27.052 21.502  0.113
53 H -4.740 27.193 22.936  0.099
54 H -5.155 28.742 23.408  0.104
55 H -5.474 26.910 25.096  0.071
56 H -7.036 27.724 24.663  0.065
57 H -6.691 26.203 23.900  0.070
58 C -11.554 35.455 6.811  -0.223
59 C -10.366 35.888 7.642  -0.247
60 O -10.222 35.108 8.802  -0.077
61 O -12.678 35.939 7.504  -0.071
62 H -11.592 34.375 6.670  0.122
63 H -11.624 35.898 5.818  0.119
64 H -10.477 36.939 7.908  0.097
65 H -9.529 35.906 6.944  0.118
66 H -10.744 35.594 9.445  0.041
67 H -13.474 35.686 7.032  0.099
68 C -11.727 27.406 15.226  -0.269
69 C -11.053 28.209 16.323  -0.242
70 O -10.913 29.535 15.881  -0.080
71 O -10.873 27.200 14.122  -0.057
72 H -12.664 27.883 14.936  0.114
73 H -12.114 26.517 15.725  0.114
74 H -10.118 27.682 16.518  0.121
75 H -11.726 28.063 17.168  0.117
76 H -11.722 30.012 16.080  0.024
77 H -10.749 28.046 13.686  0.067
78 C -13.888 36.509 10.899  -0.231
79 C -12.650 36.284 11.716  -0.220
80 O -11.504 36.457 10.877  -0.083
81 O -13.918 35.411 10.017  -0.068
82 H -13.908 37.461 10.367  0.126
83 H -14.759 36.514 11.556  0.118
84 H -12.594 35.291 12.162  0.104
85 H -12.563 37.046 12.490  0.108
86 H -10.905 36.988 11.408  0.029
87 H -13.229 35.647 9.391  0.034
88 C -5.730 34.916 7.495  -0.218
89 C -5.928 36.360 7.136  -0.289
90 O -4.758 37.061 7.334  -0.047
91 O -6.781 34.123 6.945  -0.095
92 H -5.661 34.799 8.576  0.106
93 H -4.761 34.572 7.133  0.123
94 H -6.763 36.792 7.689  0.103
95 H -6.207 36.351 6.083  0.116
96 H -4.704 37.302 8.262  0.021
97 H -7.059 34.362 6.058  0.087
98 C -8.728 26.327 10.826  -0.325
99 C -7.768 25.278 11.123  -0.261
100 O -7.972 24.202 10.249  -0.059
101 O -8.493 27.471 11.491  -0.047
102 H -9.782 26.136 11.027  0.132
103 H -8.765 26.591 9.769  0.128
104 H -7.850 24.959 12.161  0.133
105 H -6.754 25.599 10.883  0.111
106 H -7.718 24.431 9.351  0.089
107 H -9.160 28.134 11.301  0.093
108 O -8.869 40.656 9.571  0.001
109 C -8.189 39.654 9.502  -0.636
110 N -6.912 39.827 9.761  0.184
111 C -8.797 38.335 9.083  -0.008
112 H -6.629 40.666 10.247  0.120
113 H -6.251 39.076 9.620  0.069
114 H -8.378 37.477 9.608  0.079
115 H -8.594 38.204 8.020  0.080
116 H -9.857 38.410 9.325  0.080
117 O -13.598 35.108 15.426  -0.030
118 C -12.620 35.877 15.294  -0.604
119 N -11.666 35.596 14.509  0.216
120 C -12.701 37.281 15.867  -0.007
121 H -11.572 34.713 14.028  0.070
122 H -10.999 36.318 14.274  0.089
123 H -11.746 37.645 16.245  0.054
124 H -13.340 37.316 16.750  0.077
125 H -13.141 38.056 15.239  0.081
126 O -11.209 33.124 13.205  0.019
127 C -11.800 32.316 12.521  -0.592
128 N -12.161 31.200 13.096  0.188
129 C -12.058 32.368 11.037  0.033
130 H -12.738 30.537 12.599  0.115
131 H -11.921 31.076 14.069  0.090
132 H -12.608 33.274 10.785  0.070
133 H -12.707 31.588 10.637  0.082
134 H -11.164 32.396 10.414  0.077
135 O -6.322 35.303 16.163  -0.012
136 C -6.912 36.345 16.461  -0.595
137 N -6.331 37.490 16.318  0.184
138 C -8.269 36.363 17.157  0.017
139 H -6.864 38.315 16.553  0.110
140 H -5.357 37.551 16.058  0.142
141 H -9.145 36.630 16.566  0.060
142 H -8.283 37.101 17.959  0.078
143 H -8.454 35.367 17.561  0.084
144 O -6.878 32.866 18.671  0.035
145 C -5.865 33.394 19.069  -0.654
146 N -5.341 34.434 18.483  0.182
147 C -5.124 32.924 20.298  0.000
148 H -4.711 35.046 18.982  0.116
149 H -5.801 34.773 17.650  0.038
150 H -5.618 33.294 21.196  0.084
151 H -4.066 33.166 20.197  0.080
152 H -5.384 31.866 20.336  0.062
153 O -10.250 30.934 7.681  0.012
154 C -9.194 31.468 7.895  -0.652
155 N -9.089 32.766 8.072  0.188
156 C -7.859 30.731 7.822  0.007
157 H -8.228 33.291 8.009  0.069
158 H -9.901 33.362 8.147  0.068
159 H -7.947 30.038 6.986  0.077
160 H -7.812 30.182 8.762  0.073
161 H -7.015 31.404 7.668  0.070
162 O -13.372 30.499 16.844  -0.039
163 C -13.329 31.734 16.673  -0.578
164 N -14.133 32.124 15.709  0.188
165 C -12.475 32.592 17.527  0.022
166 H -14.700 31.445 15.222  0.125
167 H -13.992 33.042 15.312  0.072
168 H -12.885 33.600 17.462  0.073
169 H -11.418 32.683 17.275  0.073
170 H -12.402 32.281 18.569  0.095
171 O -1.600 32.177 14.444  0.051
172 C -2.667 32.182 14.956  -0.652
173 N -3.500 33.160 14.628  0.190
174 C -3.074 31.266 16.083  0.007
175 H -3.147 33.799 13.929  0.101
176 H -4.432 33.346 14.969  0.071
177 H -2.499 31.506 16.977  0.090
178 H -2.927 30.243 15.736  0.084
179 H -4.131 31.287 16.348  0.039
180 O -9.942 37.794 12.650  0.036
181 C -9.143 38.184 13.484  -0.623
182 N -9.538 38.847 14.474  0.196
183 C -7.677 38.325 13.190  0.020
184 H -8.905 39.179 15.187  0.122
185 H -10.524 39.067 14.478  0.130
186 H -6.936 37.883 13.856  0.066
187 H -7.316 39.352 13.133  0.097
188 H -7.475 37.832 12.239  0.069
189 O -5.142 28.466 12.485  0.019
190 C -5.370 27.424 13.123  -0.573
191 N -4.965 26.194 12.791  0.155
192 C -5.893 27.475 14.517  -0.007
193 H -4.562 26.008 11.883  0.113
194 H -5.008 25.350 13.344  0.115
195 H -5.022 27.319 15.153  0.088
196 H -6.693 26.761 14.713  0.085
197 H -6.344 28.415 14.833  0.067
198 O -4.706 31.517 10.087  0.002
199 C -3.585 31.509 10.599  -0.589
200 N -3.175 30.432 11.214  0.176
201 C -2.642 32.742 10.593  0.008
202 H -3.789 29.637 11.312  0.075
203 H -2.264 30.354 11.644  0.112
204 H -1.778 32.690 9.930  0.077
205 H -2.306 32.954 11.608  0.062
206 H -3.133 33.638 10.214  0.058

ORCA calculation (ωB97M-V/def2-TZVPD) on the molecule C7H10INO3S in a non-equilibrium geometry.

As for the maximum force: 3.7 eV/A. The calculation puts the frontier orbital gap at 9.46 eV. The calculation puts the highest occupied orbital energy at -9.1893 eV. The calculation puts the relative energy (zero: lowest compared OMol25 entry of this formula, charge and spin) at 1.668 eV.

Each line ends with the Löwdin charge.
Positions of all 23 atoms, in Å:
1 C -1.130 -0.660 2.061  -0.035
2 C -1.032 -0.852 0.577  -0.287
3 C -1.925 -0.480 -0.329  -0.677
4 I -3.702 0.536 0.029  0.929
5 C -1.401 -0.976 -1.654  -0.259
6 C -0.192 -0.102 -2.102  -0.108
7 C 0.838 -0.306 -0.988  -0.208
8 S 1.399 1.348 -0.258  0.591
9 N 2.476 1.093 0.722  -0.193
10 O 1.791 2.035 -1.410  -0.276
11 O 0.041 2.006 0.366  -0.171
12 C 0.109 -1.521 -0.226  -0.219
13 O -0.672 -2.158 -1.202  -0.046
14 H -1.649 0.253 2.187  0.029
15 H -0.117 -0.523 2.424  0.083
16 H -1.822 -1.376 2.439  0.086
17 H -2.048 -1.172 -2.451  0.133
18 H 0.147 -0.382 -3.011  0.091
19 H -0.565 0.866 -2.242  0.099
20 H 1.850 -0.700 -1.387  0.158
21 H 2.099 0.588 1.597  0.067
22 H -0.571 2.030 -0.372  0.052
23 H 0.753 -2.239 0.278  0.160